Entry 1:
This record from the OMol25 dataset describes C26H23AsBiBrN8O10S3 as an isolated structure. The level of theory is the ωB97M-V functional and the def2-TZVPD basis.

```
73
Properties=species:S:1:pos:R:3:mulliken_charge:R:1
Bi 0.67704 -1.65652 -0.14187 2.1794
N -0.83053 3.35683 5.87457 -0.6625
C -0.02776 3.05296 4.75392 1.1930
C 0.34001 4.05785 3.86065 -0.7862
C 1.12964 3.75963 2.76079 -0.1482
C 1.57718 2.46308 2.57252 -0.4857
C 1.23269 1.46143 3.46771 -0.5312
C 0.42603 1.75239 4.55116 -0.5653
S 2.51502 2.00764 1.14487 1.3509
O 3.56801 1.13284 1.58548 -0.8412
O 2.90489 3.23693 0.48364 -0.7242
N 1.51644 1.10158 0.26644 -0.2762
C 0.40401 1.61224 -0.27334 0.1507
N 0.00034 2.89465 -0.10510 -0.2701
C -1.11151 3.25544 -0.71801 -0.6166
C -1.86764 2.41326 -1.51763 -1.0245
C -1.40802 1.10727 -1.60014 -0.0642
N -0.31249 0.70250 -0.99259 0.8290
H -1.48927 4.09918 5.69176 0.2112
H -1.31358 2.54309 6.22658 0.2444
H -0.01285 5.07166 4.02083 0.2795
H 1.39440 4.51321 2.03199 0.4282
H 1.56941 0.44950 3.29470 0.3017
H 0.12248 0.94900 5.21194 0.2610
H -1.42483 4.28618 -0.55734 0.4145
H -2.76935 2.73813 -2.01561 0.4428
H -1.95122 0.35640 -2.16636 0.1290
N 0.75053 4.88511 -3.32119 -0.6877
C 1.19944 3.56191 -3.50882 0.6965
C 0.75115 2.80822 -4.59430 -0.8275
C 1.16344 1.49613 -4.75122 -0.2153
C 2.03727 0.93794 -3.82532 -0.5593
C 2.52627 1.69768 -2.77336 -0.3379
C 2.11235 3.00840 -2.61829 -0.4121
S 2.40150 -0.78883 -3.86724 1.3443
O 3.65682 -0.97350 -3.18829 -0.7725
O 2.29103 -1.24788 -5.23011 -0.7008
N 1.27617 -1.42529 -2.88921 -0.5134
C 0.00366 -1.52974 -3.23388 0.0302
N -0.50816 -1.16810 -4.43469 -0.3848
C -1.77559 -1.45653 -4.65068 -0.5857
C -2.59886 -2.09986 -3.74324 -0.8508
C -2.01472 -2.35835 -2.50109 0.4134
N -0.77911 -2.03298 -2.21880 0.4400
H -0.20685 5.00733 -3.61934 0.2601
H 0.84308 5.16580 -2.35372 0.2999
H 0.05461 3.24946 -5.30009 0.3274
H 0.79763 0.88358 -5.56281 0.4593
H 3.19346 1.24474 -2.05281 0.5532
H 2.44653 3.56782 -1.75265 0.3549
H -2.17049 -1.15963 -5.62006 0.3461
H -3.62294 -2.36476 -3.96657 0.3505
H -3.61982 -3.09345 -1.81824 0.2498
O -3.49288 -2.56797 1.30210 -0.6591
As -2.09998 -1.90201 2.26752 -0.0916
O -2.71487 -2.95863 -1.51578 -0.3395
O -1.13815 -1.44781 0.86889 -0.1819
C -1.29367 -3.68688 2.64743 -0.2178
C -2.04494 -4.83897 2.44406 -0.2871
C -1.50561 -6.09514 2.68628 -0.5358
C -0.20148 -6.21979 3.14000 -0.4697
C 0.55976 -5.08216 3.35955 -0.7326
C 0.00809 -3.83524 3.11732 0.2455
S 1.00422 -2.39190 3.39395 1.5892
O 2.02314 -2.75045 4.35108 -0.8173
O 0.04415 -1.38758 3.83627 -0.6117
O 1.58498 -2.04108 2.07158 -0.9355
H -3.09656 -2.83317 0.45922 0.3613
H -3.05784 -4.74228 2.07320 0.5247
H -2.10392 -6.98157 2.50711 0.3458
H 0.22579 -7.19997 3.31494 0.3473
H 1.57995 -5.14235 3.71422 0.4252
Br 0.65295 -4.42865 -0.35448 -0.6563
```

max |F|: 0.17 eV/A
frontier orbital gap: 7.6 eV
charge: -2
LUMO: 4.10 eV
E: -8414.2841 a.u.


Entry 2:
This record from the OMol25 dataset describes C6H13IN2OP as an isolated structure at a distorted geometry. The level of theory is the ωB97M-V functional and the def2-TZVPD basis.

```
24
Properties=species:S:1:pos:R:3:mulliken_charge:R:1
C 0.93771 1.62900 0.78057 -0.5486
C -0.26158 2.11443 -0.14517 -0.6313
C 1.06277 0.10567 0.56094 -0.5280
C -0.98501 0.80381 -0.38446 -0.5304
C -0.48304 -1.73208 -0.19730 -0.7550
C 0.63925 -2.66016 -0.69233 -0.5866
N 0.29352 -3.95128 -0.57482 -0.0313
N -0.03228 -0.30782 -0.39695 0.3964
O 0.47189 -6.37340 0.11336 -0.4238
P 1.23678 -5.16085 0.16378 0.3413
I 1.11182 -1.90971 -2.82183 0.0081
H 1.89026 2.03671 0.43809 0.3034
H 0.57721 1.83211 1.80804 0.3233
H -0.83937 2.92878 0.38911 0.3570
H 0.37115 2.53145 -0.99671 0.2570
H 2.12930 -0.33416 0.19500 0.2768
H 0.98259 -0.47996 1.60306 0.2911
H -1.75989 0.73349 0.53984 0.2970
H -1.55608 0.73238 -1.37400 0.3959
H -0.67728 -1.93311 0.83497 0.3657
H -1.40030 -2.05646 -0.68093 0.4001
H 1.56155 -2.57535 -0.14056 0.5748
H -0.55771 -4.21529 -0.99545 0.2930
H 0.54078 -0.33419 -1.37403 0.1540
```

max |F|: 4.22 eV/A
frontier orbital gap: 9.6 eV
charge: +1
LUMO: -4.03 eV
E: -1059.9464 a.u.


Entry 3:
This record from the OMol25 dataset describes a 2-piece molecular cluster, C2H3ClO overall at a distorted geometry. The level of theory is the ωB97M-V functional and the def2-TZVPD basis.

```
7
Properties=species:S:1:pos:R:3:mulliken_charge:R:1
C -0.04963 -0.61582 0.42484 -1.0345
C 0.88832 -1.42499 0.25122 0.9493
O 1.64772 -2.23132 -0.04550 -0.3387
H -0.08336 0.43730 0.22708 0.1739
H -0.99772 -0.92800 0.74038 0.2659
Cl 2.85313 0.87827 -0.15356 -0.2518
H 2.19256 1.80766 0.33188 0.2360
```

max |F|: 4.42 eV/A
frontier orbital gap: 10.1 eV
charge: 0
SMILES: C=C=O.Cl
LUMO: 0.69 eV
E: -613.3908 a.u.